(1)
Molecular formula: C4H14N2O
Method: DFT, ωB97M-V/def2-TZVPD

HOMO = -9.0 eV
E = -9402.295 eV
Kohn-Sham gap = 0.3637 Eh

Last column: Mulliken charge in e.
Positions of all 21 atoms, in Å:
1 C 1.41131 -0.67202 -1.46215  -0.683
2 C 1.77063 -0.90007 0.03541  -0.690
3 C 1.19183 0.10476 1.00681  -0.328
4 N -0.07347 -0.36519 1.63443  -0.395
5 C -1.09318 0.64498 1.77137  -0.753
6 N -1.65148 1.18036 0.54790  -0.401
7 H 2.18289 -0.05008 -1.92323  0.312
8 H 0.38141 -0.33933 -1.62284  -0.034
9 H 1.48445 -1.64047 -1.97495  0.335
10 H 1.54019 -1.94790 0.26765  0.347
11 H 2.86111 -0.83119 0.12468  0.338
12 H 1.04801 1.06603 0.51769  0.259
13 H 1.93317 0.24341 1.79660  0.267
14 H -0.41706 -1.09951 1.03636  0.252
15 H -1.90128 0.18788 2.33258  0.364
16 H -0.67498 1.47399 2.34827  0.388
17 H -2.64229 1.02073 0.45158  0.256
18 H -1.31583 2.01618 0.08481  0.183
19 O -2.32376 -0.27514 -2.37600  -0.666
20 H -2.04974 0.18104 -1.56394  0.329
21 H -1.66191 0.00155 -3.03304  0.322

(2)
Molecular formula: C2H2F2GaLiO
Method: DFT, ωB97M-V/def2-TZVPD

HOMO (alpha / beta) = -13.0 / -13.0 eV
⟨S²⟩ = 0.79
E = -62158.972 eV
Kohn-Sham gap (alpha / beta) = 0.2970 / 0.2107 Eh
total charge = +1
multiplicity = 2

Last column: Mulliken charge in e.
Positions of all 9 atoms, in Å:
1 F 1.89378 0.04455 0.94768  -0.235
2 C -0.19694 0.56547 0.59976  -0.028
3 C -0.62075 0.07329 -0.61608  -0.161
4 O -0.96928 -1.20123 -0.75038  0.202
5 H -0.42633 0.12592 1.58586  0.334
6 H -0.21929 0.59332 -1.50672  0.463
7 Ga -1.54348 -2.34340 -1.69842  -0.231
8 Li -1.77406 2.23621 0.07934  0.952
9 F 0.04927 1.96720 0.62939  -0.296

(3)
Molecular formula: C33H27GeN4PtSe2
Method: DFT, ωB97M-V/def2-TZVPD

HOMO (alpha / beta) = -19.2 / -18.6 eV
⟨S²⟩ = 8.89
E = -231027.096 eV
Kohn-Sham gap (alpha / beta) = 0.2509 / 0.1181 Eh
total charge = +4
multiplicity = 6

Last column: Mulliken charge in e.
Positions of all 68 atoms, in Å:
1 Pt -0.00818 1.06123 0.25408  0.374
2 Se -0.23317 3.23751 2.02508  0.296
3 Se 1.31294 2.14730 -2.29401  0.308
4 C 2.40688 2.22065 -0.76218  0.511
5 C 3.66625 2.69900 -0.85665  -0.581
6 C 4.45574 2.63188 0.24058  -0.438
7 C 4.01244 2.05247 1.43169  -0.906
8 C 2.69700 1.58263 1.46311  -0.024
9 N 1.92288 1.66394 0.36088  0.253
10 C -0.22941 4.57233 0.73133  0.690
11 C 0.81652 5.47570 0.76299  -0.525
12 C 0.79560 6.60935 -0.02444  -0.531
13 C -0.29283 6.72585 -0.90684  -0.428
14 C -1.31337 5.77157 -0.81393  -0.307
15 N -1.34088 4.72964 0.05441  -0.239
16 H 3.94767 3.05664 -1.84805  0.531
17 H 5.47403 3.02679 0.17169  0.502
18 H 4.66395 1.80237 2.29445  0.486
19 H 2.19307 1.17475 2.32238  0.552
20 H 1.62716 5.23710 1.41215  0.480
21 H 1.62338 7.31084 -0.01606  0.460
22 H -0.28700 7.60247 -1.54229  0.477
23 H -2.21835 5.96461 -1.41051  0.430
24 N -5.31905 2.22028 3.44459  -0.251
25 C -4.73010 1.93544 2.49905  -0.377
26 C -4.06219 1.68282 1.26343  -0.078
27 C -4.71645 1.89699 0.02475  -0.403
28 C -3.94045 1.92684 -1.11975  -0.828
29 C -2.52733 1.82665 -1.07180  -0.282
30 N -1.93998 1.47149 0.09658  0.389
31 C -2.71161 1.32168 1.18733  0.055
32 H -5.77158 2.00260 -0.05475  0.576
33 H -4.42072 1.88858 -2.08654  0.567
34 H -1.89493 1.90183 -1.96528  0.409
35 H -2.21561 1.06322 2.12255  0.680
36 C 1.10352 -1.52616 -2.09189  -1.541
37 Ge 0.07591 -1.17119 -0.41619  0.871
38 C -1.65877 -2.06128 -0.83028  0.078
39 C -2.05779 -3.20123 -0.13107  -0.282
40 C -3.21765 -3.88229 -0.52609  -0.776
41 C -3.90781 -3.50809 -1.65231  -0.413
42 C -3.58934 -2.32788 -2.28547  -0.728
43 C -2.47969 -1.60724 -1.85476  -0.023
44 C 0.83738 -2.56313 0.71214  -0.116
45 C 0.81061 -2.17926 2.01343  -0.659
46 C 1.43344 -2.94516 3.01977  -0.991
47 C 2.28576 -3.99443 2.71598  -0.665
48 C 2.45498 -4.34812 1.35642  0.744
49 C 3.46871 -5.24079 0.98605  -0.582
50 C 3.49987 -5.74938 -0.29422  -0.633
51 C 2.50662 -5.38120 -1.20784  -0.841
52 C 1.56169 -4.44305 -0.89703  0.124
53 C 1.58267 -3.78660 0.35149  1.005
54 H 0.66863 -2.32954 -2.69025  0.494
55 H 2.17617 -1.69800 -1.88456  0.439
56 H 1.04326 -0.57840 -2.67781  0.331
57 H -1.55857 -3.53532 0.76008  0.501
58 H -3.63869 -4.66498 0.10101  0.446
59 H -4.80893 -4.13199 -1.88935  0.378
60 H -4.28333 -1.93614 -3.07594  0.384
61 H -2.32548 -0.60999 -2.20849  0.487
62 H 0.28765 -1.34424 2.38565  0.592
63 H 1.42152 -2.58774 4.03258  0.447
64 H 2.97552 -4.39001 3.45374  0.435
65 H 4.22640 -5.49578 1.76434  0.406
66 H 4.24504 -6.50774 -0.48401  0.457
67 H 2.55947 -5.70641 -2.26785  0.418
68 H 0.85890 -4.06225 -1.67731  0.384

(4)
Molecular formula: C22H25Cl2N2O12P
Method: DFT, ωB97M-V/def2-TZVPD

HOMO = -8.8 eV
E = -85096.231 eV
Kohn-Sham gap = 0.2515 Eh

Last column: Mulliken charge in e.
Positions of all 64 atoms, in Å:
1 C -4.15837 -0.04271 1.03133  -0.625
2 N -3.54979 -1.12789 0.18619  -0.237
3 C -2.09582 -1.38624 0.45791  -0.842
4 C -1.05668 -0.18624 0.04716  1.309
5 C -0.77163 0.50562 1.52031  -0.941
6 C 0.45854 -0.16385 2.36649  -0.187
7 N 0.53007 -1.67294 2.33589  -0.342
8 O -1.76022 0.63671 -0.99260  -0.398
9 C -1.61973 -0.15148 -2.26283  0.207
10 O -2.53357 0.04183 -3.23917  -0.594
11 C -0.31566 -1.13456 -2.20214  -0.257
12 P -0.45626 -3.00770 -2.46062  0.160
13 O 0.17068 -3.82681 -1.02560  -0.489
14 Cl -2.53299 -3.62117 -2.50235  -0.212
15 C 0.32907 -0.53786 -0.77694  0.152
16 C 1.26619 0.65126 -1.38597  -0.521
17 C 1.67342 1.86703 -0.38870  0.298
18 O 2.67922 1.91651 0.48604  -0.527
19 Cl 0.63969 3.44441 -0.52644  -0.175
20 H -5.17175 0.28091 0.48946  0.308
21 H -4.43379 -0.38239 2.12218  0.206
22 H -3.49747 0.93543 1.05261  0.165
23 H -3.80220 -1.08020 -0.81964  0.328
24 H -1.83573 -2.44290 -0.00206  0.118
25 H -2.00700 -1.54671 1.63867  0.291
26 H -0.48212 1.65244 1.36154  0.147
27 H -1.70967 0.52532 2.23173  0.407
28 H 0.27537 0.13151 3.50907  0.153
29 H 1.52661 0.23725 2.10639  0.085
30 H 1.44178 -2.03621 1.98191  0.167
31 H 0.24389 -2.11411 3.24109  0.154
32 H 0.28337 -0.79562 -3.17802  0.469
33 H 1.07482 -3.40868 -0.88438  0.355
34 H 1.08011 -1.28270 -0.22488  0.385
35 H 0.83978 1.15416 -2.38146  0.089
36 H 2.28438 0.13287 -1.73299  0.397
37 O -1.09234 -0.26588 -9.67709  -0.611
38 C -0.91451 0.30186 -8.60515  0.848
39 C 0.36245 0.94601 -8.26013  -0.845
40 C 0.52870 1.54131 -7.07749  0.364
41 O 1.72527 2.15099 -6.74780  -0.578
42 C -0.56423 1.57295 -6.06722  0.908
43 O -0.37539 2.11163 -4.98172  -0.605
44 C -1.84900 0.95011 -6.42122  -0.917
45 C -2.01659 0.35777 -7.60518  0.447
46 O -3.22217 -0.22750 -7.94603  -0.569
47 H 1.14914 0.91360 -9.00296  0.413
48 H 1.59581 2.50665 -5.84158  0.337
49 H -2.64081 0.99609 -5.68416  0.447
50 H -3.09067 -0.58836 -8.84978  0.350
51 O 2.32210 -0.88722 4.91975  -0.527
52 C 2.49993 -0.31948 5.99170  0.889
53 C 3.77689 0.32467 6.33672  -0.905
54 C 3.94314 0.91997 7.51935  0.363
55 O 5.13971 1.52965 7.84905  -0.562
56 C 2.85021 0.95161 8.52962  0.873
57 O 3.03905 1.49029 9.61513  -0.604
58 C 1.56544 0.32877 8.17563  -0.775
59 C 1.39785 -0.26357 6.99166  0.351
60 O 0.19228 -0.84884 6.65082  -0.591
61 H 4.56359 0.29226 5.59389  0.434
62 H 5.01025 1.88531 8.75527  0.348
63 H 0.77363 0.37475 8.91268  0.423
64 H 0.32377 -1.20970 5.74707  0.294